1.
{"formula": "C31H29N7TeY", "method": "ωB97M-V/def2-TZVPD", "total_charge": 1, "elements": ["Y", "C", "C", "C", "C", "C", "H", "H", "H", "H", "H", "N", "C", "N", "C", "N", "C", "C", "N", "C", "C", "N", "H", "H", "H", "H", "H", "C", "N", "C", "C", "C", "C", "C", "N", "C", "C", "C", "C", "C", "C", "H", "H", "H", "H", "H", "H", "H", "H", "H", "H", "H", "C", "Te", "C", "C", "C", "C", "C", "C", "C", "H", "H", "H", "H", "H", "H", "H", "H"], "positions_angstrom": [[0.1460, 0.5930, 0.0001], [1.6589, 2.0269, -1.5937], [1.0505, 2.9817, -0.7401], [1.5829, 2.8143, 0.5494], [2.5153, 1.7626, 0.5043], [2.5624, 1.2706, -0.8236], [1.4778, 1.9262, -2.6531], [0.3363, 3.7331, -1.0437], [1.3697, 3.4339, 1.4093], [3.1400, 1.4521, 1.3297], [3.2260, 0.5048, -1.1967], [2.3832, -2.5591, 2.6019], [2.4537, -1.4643, 1.8442], [1.2320, -1.1049, 1.5030], [0.4380, -2.0469, 2.0984], [1.1104, -2.9451, 2.7754], [-1.0110, -2.0499, 1.9105], [-1.8285, -3.0389, 2.4397], [-3.1305, -3.0642, 2.1883], [-3.6118, -2.1140, 1.4012], [-2.8029, -1.1129, 0.8755], [-1.5019, -1.0683, 1.1453], [3.1349, -3.0898, 3.0130], [3.3679, -0.9712, 1.5582], [-1.4152, -3.8183, 3.0667], [-4.6699, -2.1390, 1.1708], [-3.2063, -0.3385, 0.2339], [-2.5945, 2.2018, -1.5725], [-1.7074, 1.0280, -1.4439], [-1.8839, 0.0636, -2.2963], [-1.0777, -1.0933, -2.3104], [-1.2030, -2.2501, -3.0874], [-0.1788, -3.1018, -2.6800], [0.5275, -2.4202, -1.6876], [-0.0048, -1.2086, -1.4466], [-3.9838, 1.9303, -1.0470], [-4.3315, 2.3028, 0.2466], [-5.5699, 1.9756, 0.7828], [-6.4873, 1.2708, 0.0176], [-6.1678, 0.9243, -1.2889], [-4.9301, 1.2579, -1.8182], [-2.6299, 2.5073, -2.6212], [-2.1493, 3.0238, -1.0111], [-2.6742, 0.1206, -3.0458], [-1.9479, -2.4340, -3.8458], [0.0400, -4.0859, -3.0609], [1.4007, -2.7566, -1.1459], [-3.6367, 2.8925, 0.8334], [-5.8255, 2.2880, 1.7876], [-7.4567, 1.0180, 0.4264], [-6.8923, 0.4054, -1.9027], [-4.7105, 1.0040, -2.8483], [-2.8162, 1.1929, 3.3597], [-1.2745, 2.3458, 2.4466], [0.0950, 1.3170, 3.7343], [-0.7248, 0.2504, 4.4249], [-0.0976, -0.6790, 5.2518], [-0.8316, -1.6660, 5.8873], [-2.2135, -1.7243, 5.7119], [-2.8440, -0.7967, 4.9002], [-2.1090, 0.1887, 4.2451], [-3.4131, 0.7021, 2.5966], [-3.4730, 1.8512, 3.9261], [0.5462, 2.0215, 4.4305], [0.8968, 0.8725, 3.1473], [0.9751, -0.6233, 5.4010], [-0.3345, -2.3833, 6.5268], [-2.7941, -2.4891, 6.2099], [-3.9187, -0.8373, 4.7654]], "forces_ev_per_a": [[0.1, 0.0, 0.4], [-0.1, 0.3, 0.1], [-0.1, -0.2, -0.4], [0.0, 0.1, 0.2], [0.1, -0.2, 0.0], [0.1, 0.0, 0.1], [0.0, -0.1, 0.0], [0.0, 0.0, 0.0], [0.0, 0.0, 0.0], [0.0, 0.0, 0.0], [-0.1, -0.1, 0.0], [0.2, 0.1, 0.0], [0.0, 0.0, 0.0], [-0.2, 0.2, -0.1], [0.2, 0.0, 0.0], [-0.2, -0.1, 0.0], [-0.1, 0.0, 0.0], [0.0, 0.0, 0.0], [0.0, -0.1, 0.1], [0.0, 0.1, -0.1], [-0.1, 0.0, 0.0], [0.0, -0.1, -0.1], [0.0, 0.0, 0.0], [0.0, 0.0, 0.0], [0.0, 0.0, 0.0], [0.0, 0.0, 0.0], [0.0, 0.0, 0.0], [0.0, -0.1, -0.1], [-0.1, 0.1, 0.0], [0.0, 0.0, -0.1], [-0.1, -0.1, 0.0], [0.0, 0.0, 0.1], [0.0, -0.1, -0.1], [0.0, 0.1, 0.1], [0.1, 0.0, -0.1], [0.0, 0.0, 0.0], [0.0, 0.0, 0.0], [0.0, 0.0, 0.0], [0.0, 0.0, 0.0], [0.0, 0.0, 0.0], [0.0, 0.0, 0.0], [-0.1, 0.0, 0.0], [0.0, 0.0, 0.0], [0.0, 0.0, 0.0], [0.0, 0.0, 0.0], [0.0, 0.0, 0.0], [0.0, 0.0, 0.0], [0.0, 0.0, 0.0], [0.0, 0.0, 0.0], [0.0, 0.0, 0.0], [0.0, 0.0, 0.0], [0.0, 0.0, 0.0], [0.2, -0.2, 0.2], [0.1, 0.0, -0.2], [-0.1, -0.1, 0.1], [-0.1, 0.1, 0.0], [0.0, 0.0, 0.0], [-0.2, 0.0, 0.0], [0.2, 0.0, 0.0], [0.0, 0.0, 0.0], [0.1, 0.1, 0.0], [0.0, 0.0, -0.1], [0.1, 0.0, 0.0], [-0.1, 0.0, 0.1], [0.0, 0.1, -0.1], [0.0, 0.0, 0.0], [0.0, 0.0, 0.0], [0.0, 0.0, 0.0], [0.0, 0.0, 0.0]]}

2.
{"formula": "C31H30BCl2F3O2S", "method": "ωB97M-V/def2-TZVPD", "smiles": "CC1(C)OB(C(c2ccc(Cl)cc2)c2ccc(Cl)cc2)OC1(C)C.Cc1ccc(-c2ccc(C(F)(F)F)cc2)s1", "elements": ["C", "C", "C", "C", "C", "B", "C", "C", "C", "C", "C", "F", "F", "F", "C", "C", "O", "C", "C", "C", "C", "C", "C", "O", "S", "H", "H", "H", "H", "H", "H", "H", "H", "H", "H", "H", "H", "H", "H", "H", "H", "H", "H", "H", "H", "H", "Cl", "C", "C", "C", "C", "C", "C", "C", "C", "C", "Cl", "C", "C", "C", "C", "H", "H", "H", "H", "H", "H", "H", "H", "H"], "positions_angstrom": [[-1.7760, -1.3139, 5.4055], [-1.8105, -1.1404, 3.9396], [-2.5907, -0.2644, 3.1847], [-2.6121, -0.5887, 1.7918], [-1.8878, -1.7383, 1.4897], [1.2437, 1.7838, -0.2309], [-1.9149, -2.4894, 0.2652], [-2.8126, -2.1337, -0.7736], [-3.0879, -3.0317, -1.7996], [-2.3347, -4.1990, -1.9019], [-2.5270, -5.0687, -3.1055], [-1.6430, -6.1014, -3.1439], [-3.7857, -5.5958, -3.1673], [-2.3343, -4.3354, -4.2547], [-1.3558, -4.5182, -0.9596], [-1.1280, -3.6473, 0.0996], [0.9304, 3.0887, -0.3688], [0.9435, 3.5891, 1.0096], [1.5814, 4.9482, 0.9515], [-0.5065, 3.6844, 1.4618], [1.7828, 2.5008, 1.8379], [3.2450, 2.8185, 2.1334], [1.1238, 1.9447, 3.0963], [1.8815, 1.3969, 0.9409], [-0.9423, -2.2142, 2.8820], [-2.5127, -0.6667, 5.8840], [-2.0156, -2.3600, 5.6259], [-0.7820, -1.1003, 5.8141], [-3.1613, 0.5423, 3.6291], [-3.1958, -0.0406, 1.0613], [-3.3226, -1.1672, -0.7553], [-3.8768, -2.7905, -2.5155], [-0.7830, -5.4380, -1.0409], [-0.3493, -3.8915, 0.8265], [1.6669, 5.3561, 1.9641], [2.5662, 4.8757, 0.4779], [0.9520, 5.6243, 0.3644], [-0.5537, 4.1027, 2.4744], [-1.0705, 4.3429, 0.7894], [-0.9968, 2.7008, 1.4683], [3.3568, 3.6329, 2.8567], [3.7186, 1.9124, 2.5421], [3.7676, 3.0677, 1.2021], [1.0662, 2.6985, 3.8923], [0.1147, 1.5591, 2.8862], [1.7200, 1.1021, 3.4733], [-2.1587, 0.8532, -5.9635], [-1.4915, 0.6626, -4.3982], [-1.3166, -0.6208, -3.8593], [-0.6914, -0.7512, -2.6241], [-0.4095, 0.3643, -1.8210], [0.4741, 0.2601, -0.5993], [1.8633, -0.2689, -0.9739], [2.4354, -1.4769, -0.5805], [3.7428, -1.7949, -0.9557], [4.4771, -0.9273, -1.7819], [6.0751, -1.2911, -2.2457], [3.8907, 0.2530, -2.2556], [2.6162, 0.5830, -1.8293], [-0.8108, 1.6215, -2.2942], [-1.1826, 1.7917, -3.6334], [-1.6270, -1.4976, -4.4253], [-0.4328, -1.7510, -2.2635], [-0.0107, -0.2224, 0.2521], [1.8413, -2.1766, 0.0127], [4.1992, -2.7162, -0.6144], [4.4092, 0.9061, -2.9395], [2.1709, 1.5077, -2.2146], [-0.7889, 2.4698, -1.6306], [-1.2659, 2.7841, -4.0657]], "forces_ev_per_a": [[0.4, -0.1, 0.3], [-0.6, 1.1, -1.8], [0.8, -1.0, 0.4], [0.4, -0.9, 0.3], [0.1, 2.0, 1.0], [-2.4, -3.9, 2.0], [0.2, -0.6, -1.4], [-0.1, -0.5, 0.4], [0.3, 0.5, 0.3], [0.1, -0.3, 0.1], [0.0, -0.2, -0.5], [-0.7, 0.6, -0.1], [0.9, 0.3, -0.2], [-0.3, -0.7, 0.8], [0.0, 0.5, -0.1], [-0.4, 0.1, 0.1], [0.2, 0.1, 0.4], [0.3, 0.0, 0.3], [0.2, 0.3, 0.2], [-0.2, -0.1, 0.1], [0.7, -0.3, 0.1], [0.1, 0.6, 0.1], [-0.4, 0.1, 0.2], [-0.2, 1.1, -0.3], [-1.1, -0.2, 0.0], [0.1, 0.0, 0.0], [0.0, 0.2, 0.2], [-0.2, 0.0, 0.1], [0.0, -0.1, 0.0], [0.0, -0.1, 0.1], [0.0, -0.5, 0.1], [0.4, -0.1, 0.0], [-0.1, 0.3, -0.1], [-0.4, 0.0, -0.1], [0.1, 0.0, -0.2], [-0.2, 0.2, 0.2], [0.1, -0.1, 0.0], [0.0, -0.1, -0.2], [0.2, -0.1, 0.1], [0.1, 0.3, 0.0], [0.1, 0.0, -0.1], [-0.2, 0.3, -0.1], [-0.1, 0.1, 0.2], [-0.1, -0.1, -0.1], [0.3, 0.1, 0.1], [-0.1, 0.3, -0.2], [-0.1, 0.0, -0.6], [0.4, -0.2, 1.2], [0.1, 0.4, -0.2], [0.0, 0.0, 0.1], [-0.2, -0.3, -0.7], [1.4, 2.4, -1.5], [0.0, -0.3, -1.1], [-0.1, 0.3, -0.1], [0.3, 0.5, -0.4], [-1.5, 0.1, 0.5], [0.8, -0.3, -0.2], [-0.2, -0.4, 0.5], [-0.1, -0.8, 0.1], [0.2, -0.4, -0.7], [-0.5, -0.5, 0.3], [0.2, 0.2, 0.1], [0.0, 0.3, -0.1], [0.4, 0.2, 0.1], [0.3, 0.2, -0.1], [0.0, 0.0, -0.1], [0.2, 0.0, 0.0], [0.0, -0.2, 0.1], [0.4, 0.2, -0.2], [-0.3, -0.1, 0.1]]}

3.
{"formula": "C31H30BrCl2F2N9O5SSr", "method": "ωB97M-V/def2-TZVPD", "total_charge": -2, "elements": ["Sr", "N", "C", "C", "C", "C", "C", "C", "S", "O", "O", "N", "C", "N", "C", "C", "C", "N", "H", "H", "H", "H", "H", "H", "H", "H", "H", "Cl", "C", "C", "C", "Cl", "C", "C", "C", "C", "N", "C", "C", "O", "H", "H", "H", "H", "Br", "C", "C", "C", "C", "C", "N", "C", "O", "O", "H", "H", "H", "F", "C", "F", "H", "C", "N", "C", "C", "N", "N", "C", "C", "H", "H", "H", "H", "H", "H", "H", "H", "H", "H", "H", "H", "H"], "positions_angstrom": [[0.2875, 1.6710, -0.4464], [1.1069, 2.0084, -7.9212], [1.4690, 1.9522, -6.5585], [0.5361, 2.2471, -5.5733], [0.8959, 2.2178, -4.2348], [2.1929, 1.8826, -3.8783], [3.1410, 1.5956, -4.8547], [2.7817, 1.6397, -6.1900], [2.6090, 1.8547, -2.1630], [1.8056, 2.9477, -1.5956], [4.0380, 2.0071, -2.0621], [2.0665, 0.5292, -1.4726], [2.1968, -0.7289, -2.0316], [1.6071, -1.7054, -1.3142], [1.6603, -2.9295, -1.7982], [2.3019, -3.2488, -2.9908], [2.9061, -2.1846, -3.6333], [2.8755, -0.9390, -3.1741], [0.1213, 1.8733, -8.0751], [1.6463, 1.3901, -8.5029], [-0.4853, 2.4908, -5.8484], [0.1502, 2.4283, -3.4754], [4.1491, 1.3350, -4.5498], [3.5161, 1.4207, -6.9610], [1.1618, -3.6950, -1.2016], [2.3386, -4.2563, -3.3783], [3.4489, -2.3331, -4.5647], [-2.8442, 5.8640, -1.4550], [-3.0810, 4.9269, 0.0106], [-4.0167, 5.3786, 0.9444], [-4.2363, 4.7025, 2.1112], [-5.4061, 5.3424, 3.2741], [-3.5377, 3.4982, 2.3805], [-3.7036, 2.7207, 3.5468], [-3.0203, 1.5460, 3.6834], [-2.1771, 1.1244, 2.6425], [-1.9785, 1.8243, 1.5575], [-2.6110, 3.0193, 1.4174], [-2.2818, 3.7800, 0.2032], [-1.3697, 3.4117, -0.5823], [-4.5720, 6.2854, 0.7384], [-4.3763, 3.0663, 4.3189], [-3.1276, 0.9379, 4.5756], [-1.6635, 0.1681, 2.6985], [2.8732, -3.1511, 1.5076], [3.2885, -1.4574, 2.3087], [4.5038, -1.3617, 2.9675], [4.8158, -0.1319, 3.5254], [3.9281, 0.9172, 3.3854], [2.7394, 0.7176, 2.6948], [2.4189, -0.4793, 2.1664], [1.8332, 1.9534, 2.4805], [2.1802, 2.9575, 3.1077], [0.8728, 1.8209, 1.6632], [5.1658, -2.2127, 3.0276], [5.7551, 0.0026, 4.0506], [4.1171, 1.9039, 3.7774], [-2.8177, 0.0207, -1.3646], [-1.3931, 0.0477, -1.6200], [-1.3325, 0.3642, -3.0815], [-1.1566, -1.0364, -1.6347], [-0.5105, -2.0182, 3.9735], [-1.3947, -2.9359, 3.2831], [-2.6041, -3.2476, 4.0313], [-1.4421, -2.8603, 1.8832], [-0.8243, -2.0531, 1.1280], [-2.2789, -3.8522, 1.3112], [-1.8367, -5.2090, 1.5981], [-2.5328, -3.6482, -0.1145], [-0.2425, -2.4392, 4.9450], [-0.9787, -1.0416, 4.1462], [0.4025, -1.8628, 3.4063], [-3.0802, -2.3327, 4.4112], [-2.3710, -3.8826, 4.8920], [-3.3188, -3.7595, 3.3934], [-0.3237, -1.2955, 1.5785], [-1.7510, -5.3746, 2.6721], [-0.8579, -5.4253, 1.1384], [-2.5643, -5.9148, 1.1949], [-1.6485, -3.8671, -0.7286], [-2.8041, -2.6129, -0.3102], [-3.3508, -4.3092, -0.4111]], "forces_ev_per_a": [[-3.6, -0.1, 0.9], [0.1, 0.1, 0.1], [0.1, 0.0, -0.1], [-0.1, 0.0, 0.1], [-0.1, -0.1, 0.0], [0.0, 0.0, -0.2], [-0.1, 0.1, 0.1], [0.0, 0.0, 0.0], [1.0, -0.1, -0.5], [1.2, 0.1, -0.6], [0.2, 0.0, -0.1], [1.1, -0.9, -1.5], [0.1, 0.5, 0.5], [0.0, 0.0, -0.1], [-0.1, 0.1, 0.1], [0.0, 0.1, 0.0], [0.0, 0.1, 0.0], [0.0, 0.0, 0.0], [-0.1, 0.0, 0.0], [0.1, -0.1, 0.0], [0.1, 0.0, 0.0], [0.1, 0.0, -0.1], [-0.1, 0.0, 0.0], [0.0, 0.0, 0.0], [0.1, 0.1, 0.0], [0.0, 0.0, 0.0], [0.0, 0.0, 0.0], [0.0, -0.1, 0.2], [0.0, 0.1, 0.1], [0.0, 0.1, -0.2], [0.0, -0.1, 0.1], [0.2, -0.1, -0.1], [0.0, 0.0, 0.0], [0.0, 0.0, 0.0], [0.0, 0.0, 0.1], [0.0, -0.1, -0.2], [-0.1, 0.5, -0.1], [0.1, -0.3, 0.0], [0.1, 0.0, -0.3], [-0.5, 0.5, 0.1], [0.0, 0.0, 0.0], [0.0, 0.0, 0.0], [0.0, 0.0, 0.0], [-0.1, 0.2, 0.0], [-0.1, 0.1, 0.2], [-0.2, 0.3, -0.1], [0.0, 0.0, 0.0], [0.1, -0.1, 0.0], [0.0, -0.1, 0.0], [0.0, -0.2, -0.2], [0.2, 0.0, 0.1], [-0.3, 0.0, -0.2], [-0.2, -0.1, 0.0], [1.4, 0.0, 2.4], [0.0, 0.0, 0.0], [0.0, 0.0, 0.0], [0.0, 0.0, 0.0], [0.5, 0.0, -0.2], [-0.6, -0.6, -0.6], [-0.1, -0.2, 0.5], [-0.1, 0.1, -0.1], [-0.1, -0.1, 0.0], [0.0, 0.0, 0.1], [0.1, 0.1, -0.1], [-0.1, 0.2, 0.0], [-0.1, -0.2, -0.1], [0.2, 0.1, -0.1], [0.0, 0.0, 0.0], [0.1, 0.0, 0.1], [0.0, 0.0, 0.0], [0.0, 0.0, 0.0], [0.1, 0.0, -0.1], [0.0, 0.0, 0.0], [0.0, 0.0, 0.0], [0.0, 0.0, 0.0], [0.1, 0.0, 0.1], [0.0, 0.0, 0.0], [-0.1, 0.0, 0.0], [0.0, 0.0, 0.0], [0.0, 0.0, 0.0], [0.0, 0.0, 0.1], [0.0, 0.0, 0.0]]}

| no. | LUMO level (eV) | gap between HOMO and LUMO (eV) | electronic energy (eV) |
| --- | --- | --- | --- |
| 1 | -3.158 | 7.25 | -51383.0871 |
| 2 | -0.272 | 7.89 | -81439.9839 |
| 3 | 3.900 | 5.35 | -168479.6893 |